{
  "formula": "C32H63ClF3O4PSi2",
  "method": "wB97M-V/def2-TZVPD",
  "species": ["C", "C", "C", "Si", "C", "C", "C", "C", "C", "Cl", "O", "Si", "C", "C", "C", "C", "C", "C", "C", "C", "C", "C", "C", "C", "O", "C", "F", "F", "F", "P", "C", "C", "C", "H", "H", "H", "H", "H", "H", "H", "H", "H", "H", "H", "H", "H", "H", "H", "H", "H", "H", "H", "H", "H", "H", "H", "H", "H", "H", "H", "H", "H", "H", "H", "H", "H", "H", "H", "H", "H", "H", "H", "H", "H", "H", "H", "H", "H", "H", "H", "C", "C", "C", "O", "C", "H", "H", "H", "H", "H", "H", "H", "H", "C", "C", "C", "O", "C", "H", "H", "H", "H", "H", "H", "H", "H"],
  "positions_angstrom": [[0.75885, 2.04808, 5.34529], [0.29817, 1.05007, 4.48737], [-1.02627, 1.11326, 3.77482], [-1.09151, 2.20812, 2.23305], [-0.79466, 3.95070, 2.86727], [-0.22566, 4.91860, 2.14302], [-2.87209, 2.19334, 1.60563], [-3.20998, 3.35126, 0.62283], [-3.72933, 4.60597, 1.32428], [-3.09983, 6.07036, 0.48704], [0.07037, 1.96406, 1.06963], [0.49216, 0.47559, 0.43299], [0.87061, -0.89530, 1.66381], [1.51544, -2.13101, 0.96406], [2.61903, -2.77635, 1.80881], [3.54227, -3.69142, 0.99294], [4.18962, -3.00805, -0.23303], [5.73150, -2.88154, -0.14179], [6.31604, -2.86062, -1.55927], [6.13610, -1.48911, -2.23182], [7.17350, -1.31827, -3.34270], [6.80480, -0.26243, -4.40382], [2.10072, 0.81380, -0.53840], [3.32870, 1.17572, 0.28898], [3.82653, 0.07367, 1.02604], [3.18794, 2.41736, 1.17305], [2.51737, 3.41373, 0.57199], [4.45817, 2.90134, 1.39219], [2.68785, 2.15912, 2.39200], [-0.87797, -0.33525, -1.15401], [-2.23752, 0.87245, -1.51156], [-1.71559, -1.87210, -0.53997], [-2.51297, -1.73150, 0.77292], [1.20109, 2.97951, 5.01234], [0.73981, 1.80603, 6.40663], [0.93758, 0.17402, 4.37301], [-1.69434, 1.59302, 4.48659], [-1.42630, 0.11047, 3.63159], [-1.12049, 4.17081, 3.88190], [-0.16699, 4.82820, 1.06536], [0.14639, 5.81500, 2.62448], [-3.47632, 2.37220, 2.50426], [-3.19807, 1.22986, 1.21720], [-2.32364, 3.60588, 0.04278], [-3.92984, 2.96087, -0.09485], [-3.43542, 4.64208, 2.36607], [-4.80724, 4.65064, 1.21109], [1.61122, -0.51873, 2.37093], [-0.01207, -1.27484, 2.17265], [1.83227, -1.92046, -0.05536], [0.73404, -2.88850, 0.88036], [2.09717, -3.43024, 2.51526], [3.16348, -2.05582, 2.41721], [4.32480, -4.13237, 1.60854], [2.90851, -4.50184, 0.62687], [3.80896, -2.00355, -0.40202], [3.92467, -3.59112, -1.11625], [5.91674, -1.92109, 0.33996], [6.12956, -3.70979, 0.44171], [5.77088, -3.57020, -2.18352], [7.36932, -3.14266, -1.57724], [6.30412, -0.68806, -1.50480], [5.12093, -1.36141, -2.60828], [8.14342, -1.06398, -2.91430], [7.31094, -2.26607, -3.86777], [5.72547, -0.18588, -4.52282], [7.27489, -0.52993, -5.34653], [7.15640, 0.72080, -4.09212], [1.89730, 1.68074, -1.17145], [2.31108, -0.02243, -1.20015], [4.11981, 1.44564, -0.41965], [4.74885, 0.26964, 1.21201], [-1.93715, 1.89617, -1.31669], [-2.41147, 0.80594, -2.58482], [-3.17433, 0.58514, -1.03781], [-2.43956, -2.09266, -1.32689], [-1.01603, -2.70200, -0.52735], [-3.53472, -1.45279, 0.51532], [-2.57958, -2.68565, 1.29499], [-2.11314, -0.97307, 1.44199], [-6.26756, -6.14854, 1.54256], [-6.80816, -4.77435, 1.92289], [-5.52556, -3.97030, 2.08178], [-4.57557, -4.53502, 1.17384], [-5.07222, -5.78073, 0.67514], [-6.98919, -6.77761, 1.02385], [-5.93414, -6.67881, 2.43750], [-7.40637, -4.36991, 1.10316], [-7.42145, -4.77521, 2.82259], [-5.12418, -4.05845, 3.09721], [-5.65861, -2.91189, 1.85328], [-5.36903, -5.63821, -0.36950], [-4.27756, -6.52648, 0.71027], [-2.04233, 4.61817, -4.81729], [-3.55758, 4.68633, -4.67201], [-3.95945, 3.24729, -4.95551], [-2.87736, 2.42161, -4.51146], [-1.73705, 3.24545, -4.23697], [-1.51540, 5.42091, -4.30386], [-1.76606, 4.64956, -5.87381], [-3.82172, 4.95613, -3.64664], [-4.03312, 5.39913, -5.34394], [-4.10036, 3.07867, -6.02855], [-4.87246, 2.95323, -4.43618], [-1.60639, 3.29733, -3.15060], [-0.84651, 2.79052, -4.67180]],
  "lowdin_charge": [-0.03, -0.21, -0.23, 0.46, -0.20, -0.06, -0.23, -0.33, -0.57, 0.54, -0.28, 0.39, -0.24, -0.25, -0.21, -0.18, -0.21, -0.19, -0.22, -0.23, -0.27, -0.11, -0.18, -0.32, 0.00, -0.55, 0.15, 0.10, 0.15, 0.85, -0.33, -0.45, -0.16, 0.05, 0.04, 0.08, 0.08, 0.07, 0.07, 0.05, 0.06, 0.08, 0.05, 0.06, 0.10, 0.06, 0.07, 0.06, 0.06, 0.08, 0.10, 0.11, 0.10, 0.10, 0.11, 0.07, 0.11, 0.10, 0.10, 0.11, 0.11, 0.11, 0.11, 0.11, 0.10, 0.06, 0.06, 0.07, 0.09, 0.07, 0.15, 0.11, 0.01, 0.01, 0.03, 0.06, 0.05, 0.06, 0.06, 0.03, -0.17, -0.17, -0.21, -0.16, -0.20, 0.11, 0.11, 0.11, 0.11, 0.12, 0.11, 0.12, 0.12, -0.17, -0.17, -0.20, -0.16, -0.21, 0.11, 0.11, 0.11, 0.11, 0.12, 0.12, 0.10, 0.12],
  "e_above_lowest_kj_mol": 0.0
}